Formula: C4H5NO2
Source: OMol25
Level of theory: the ωB97M-V functional and the def2-TZVPD basis

The HOMO-LUMO gap comes out at 0.3035 Eh. The value obtained for the LUMO energy is 0.61 eV. As for the calculated total energy: -360.4071 a.u. The highest occupied orbital energy comes out at -0.2812 Ha.

Last column: Mulliken charge in e.
Cartesian coordinates (Å):
O (-0.2875, 3.1011, 0.7717)  -0.340
O (-0.0750, 1.7103, -0.8264)  -0.229
N (-0.4992, -0.6288, 0.8401)  -0.390
C (0.0442, 0.3784, -1.3360)  -0.639
C (-0.2229, -0.5195, -0.3649)  0.905
C (0.3185, -2.0954, 0.2654)  -0.773
C (-0.3967, 1.8198, 0.4386)  -0.247
H (0.1399, 0.3176, -2.4070)  0.393
H (1.1532, -2.1386, -0.4397)  0.322
H (-0.4752, 3.1035, 1.7204)  0.425
H (0.7365, -2.1971, 1.2666)  0.291
H (-0.4359, -2.8512, 0.0715)  0.283

Forces on the atoms, in the same order (eV/Å):
O 0.05 -0.14 0.07
O -0.05 0.00 0.38
N 0.11 -0.01 -0.50
C 0.02 -0.23 -0.01
C -0.08 0.27 0.77
C 0.10 -0.50 -0.08
C -0.04 0.31 -0.32
H 0.01 -0.17 0.32
H -0.13 0.15 -0.04
H -0.06 0.22 -0.21
H -0.02 -0.05 -0.26
H 0.09 0.15 -0.11

Formula: C4H5NO2
Source: OMol25
Level of theory: the ωB97M-V functional and the def2-TZVPD basis

The HOMO-LUMO gap comes out at 0.3627 Eh. The value obtained for the LUMO energy is -0.18 eV. As for the calculated total energy: -360.5976 a.u. The highest occupied orbital energy comes out at -0.3692 Ha. As for the SMILES: O=CC(=O)N1CC1.

Last column: Mulliken charge in e.
Cartesian coordinates (Å):
O (-1.3156, 1.3965, -0.7378)  -0.526
O (-1.0825, -0.1803, 2.3052)  -0.436
N (-0.0924, -0.5201, -0.3465)  -0.176
C (-0.9723, 0.4896, -0.0082)  0.491
C (-1.6107, 0.3674, 1.3709)  0.034
C (0.9203, -0.2774, -1.3431)  -0.388
C (1.2969, -0.5284, 0.0745)  -0.278
H (1.6495, 0.3294, 0.6377)  0.225
H (1.0333, -1.0634, -2.0817)  0.243
H (0.9892, 0.7377, -1.7272)  0.237
H (-2.5940, 0.8681, 1.4437)  0.353
H (1.7017, -1.4866, 0.3853)  0.222

Forces on the atoms, in the same order (eV/Å):
O 0.07 -0.43 0.27
O -0.22 0.26 -0.51
N -0.30 0.15 -0.01
C -0.02 0.24 -0.35
C 0.18 -0.24 0.58
C 0.08 0.08 -0.33
C 0.29 -0.01 0.17
H -0.08 -0.08 0.04
H 0.02 0.04 0.11
H 0.02 -0.14 0.10
H 0.10 0.02 0.00
H -0.13 0.11 -0.06

Formula: C4H5NO2
Source: OMol25
Level of theory: the ωB97M-V functional and the def2-TZVPD basis

The HOMO-LUMO gap comes out at 0.3588 Eh. The value obtained for the LUMO energy is 0.58 eV. As for the calculated total energy: -360.5660 a.u. The highest occupied orbital energy comes out at -0.3376 Ha. As for the SMILES: NC#C[C@H](O)C=O.

Last column: Mulliken charge in e.
Cartesian coordinates (Å):
O (1.0381, 2.5500, -0.6476)  -0.460
O (2.2510, -0.5140, 0.2941)  -0.534
N (-2.6273, -0.9472, -0.0597)  -0.521
C (-0.1296, -0.4225, -0.1904)  -0.801
C (1.2028, 0.1480, -0.3935)  0.406
C (1.1320, 1.6001, 0.0851)  -0.049
C (-1.3125, -0.6714, -0.1144)  0.570
H (1.4500, 0.1609, -1.4606)  0.230
H (1.1695, 1.7011, 1.1911)  0.317
H (-3.1022, -0.7300, 0.8044)  0.244
H (1.8557, -1.0646, 0.9801)  0.354
H (-2.9276, -1.8106, -0.4885)  0.242

Forces on the atoms, in the same order (eV/Å):
O 0.07 -0.45 0.35
O -0.08 -0.13 0.16
N 0.05 -0.06 0.05
C -0.56 -0.05 -0.03
C -0.13 0.10 -0.21
C -0.06 0.39 -0.23
C 0.51 0.06 0.01
H -0.02 -0.01 0.13
H 0.02 0.04 -0.10
H 0.08 -0.03 -0.10
H 0.07 0.04 -0.07
H 0.05 0.10 0.04

Formula: C4H5NO2
Source: OMol25
Level of theory: the ωB97M-V functional and the def2-TZVPD basis

The HOMO-LUMO gap comes out at 0.3972 Eh. The value obtained for the LUMO energy is 0.64 eV. As for the calculated total energy: -360.5919 a.u. The highest occupied orbital energy comes out at -0.3739 Ha. As for the SMILES: O=C[C@H]1CN1C=O.

Last column: Mulliken charge in e.
Cartesian coordinates (Å):
O (-1.5354, -0.5266, -2.1366)  -0.449
O (0.8387, 1.9820, 0.4778)  -0.455
N (0.2825, -0.2043, 1.0517)  -0.307
C (-0.3967, -0.8447, -0.0852)  0.048
C (-1.1196, -0.0273, -1.1219)  -0.108
C (0.2060, 1.2041, 1.1485)  0.088
C (1.0838, -0.7320, -0.0319)  -0.448
H (-0.8601, -1.8042, 0.1267)  0.383
H (-0.4777, 1.5264, 1.9499)  0.373
H (1.5662, -0.0132, -0.6868)  0.281
H (-1.2560, 1.0515, -0.9125)  0.362
H (1.6682, -1.6116, 0.2203)  0.233

Forces on the atoms, in the same order (eV/Å):
O 0.06 0.14 0.41
O -0.14 -0.34 0.45
N 0.10 0.21 0.16
C -0.20 -0.18 -0.14
C -0.06 -0.18 -0.22
C 0.15 0.27 -0.24
C 0.23 -0.01 -0.17
H 0.04 0.11 -0.03
H -0.03 -0.01 -0.14
H -0.09 -0.03 0.04
H 0.07 -0.07 -0.09
H -0.13 0.11 -0.03

Formula: C4H5NO2
Source: OMol25
Level of theory: the ωB97M-V functional and the def2-TZVPD basis

The HOMO-LUMO gap comes out at 0.3782 Eh. The value obtained for the LUMO energy is -0.15 eV. As for the calculated total energy: -360.4449 a.u. The highest occupied orbital energy comes out at -0.3837 Ha. As for the SMILES: C=CC(=C)[N+](=O)[O-].

Last column: Mulliken charge in e.
Cartesian coordinates (Å):
O (0.3335, 1.8258, -1.6769)  -0.500
O (0.9553, -0.2374, -2.0478)  -0.497
N (0.6625, 0.6982, -1.3178)  0.776
C (0.4303, 0.4506, 0.1266)  0.346
C (-1.4989, -1.3654, -0.2208)  -0.574
C (0.9199, 1.2169, 1.0677)  -0.733
C (-0.5056, -1.0252, 0.5507)  -0.226
H (0.6811, 0.9759, 2.1490)  0.245
H (0.1718, -1.3960, 1.3168)  0.328
H (-2.0074, -2.3964, -0.0855)  0.213
H (-1.8596, -0.6913, -0.9252)  0.322
H (1.7171, 1.9442, 1.0631)  0.301

Forces on the atoms, in the same order (eV/Å):
O 0.76 -0.71 -0.18
O 0.16 0.82 0.62
N -1.34 0.03 0.01
C -2.05 -3.00 0.56
C -0.73 -3.31 1.72
C 0.50 -0.50 2.51
C 3.85 4.26 -1.19
H -0.01 0.02 -1.47
H -1.03 -0.82 -0.06
H 0.73 1.98 -0.25
H -0.60 0.80 -1.36
H -0.24 0.43 -0.91

Formula: C4H5NO2
Source: OMol25
Level of theory: the ωB97M-V functional and the def2-TZVPD basis

The HOMO-LUMO gap comes out at 0.3576 Eh. The value obtained for the LUMO energy is 0.61 eV. As for the calculated total energy: -360.4251 a.u. The highest occupied orbital energy comes out at -0.3351 Ha. As for the SMILES: COC#[N+][O-].C#C.

Last column: Mulliken charge in e.
Cartesian coordinates (Å):
O (-0.7518, 1.0261, 2.3425)  -0.689
O (-0.9532, -0.9337, -0.7518)  -0.344
N (-0.8717, 0.3656, 1.3184)  0.520
C (0.8316, 2.4786, 0.2427)  -0.226
C (-0.9800, -0.1393, 0.2805)  0.320
C (-0.1686, -2.1236, -0.5196)  -0.647
C (1.0391, 2.0731, -0.8712)  -0.578
H (-0.5658, -2.6557, 0.3486)  0.314
H (0.5857, 2.7478, 1.2495)  0.418
H (-0.2722, -2.7261, -1.4208)  0.224
H (0.8767, -1.8497, -0.3528)  0.304
H (1.2303, 1.7368, -1.8660)  0.384

Forces on the atoms, in the same order (eV/Å):
O -0.06 0.07 0.12
O -0.11 0.19 0.05
N -0.15 -0.69 -1.18
C 0.09 -0.24 -0.54
C 0.08 0.51 1.14
C 0.17 -0.28 0.03
C -0.01 0.29 0.45
H 0.06 0.03 -0.13
H 0.08 -0.01 -0.17
H 0.02 0.09 0.12
H -0.14 -0.03 -0.03
H -0.01 0.08 0.14

Formula: C4H5NO2
Source: OMol25
Level of theory: the ωB97M-V functional and the def2-TZVPD basis

The HOMO-LUMO gap comes out at 0.3678 Eh. The value obtained for the LUMO energy is 0.54 eV. As for the calculated total energy: -360.5344 a.u. The highest occupied orbital energy comes out at -0.3481 Ha.

Last column: Mulliken charge in e.
Cartesian coordinates (Å):
O (2.1436, -1.2871, -0.3182)  -0.547
O (3.0176, 0.7336, 0.0475)  -0.471
N (0.7537, 0.5554, 0.0696)  -0.603
C (-0.2337, -0.2488, -0.0182)  0.747
C (-1.7714, 0.3441, 0.2002)  -0.978
C (1.9848, -0.1136, -0.0866)  0.606
C (-0.9413, -1.3453, -0.0133)  -0.295
H (-1.7471, 0.7431, 1.2123)  0.275
H (-2.6760, -0.2604, 0.0949)  0.306
H (-1.7788, 1.1232, -0.5652)  0.322
H (-1.3987, -1.8539, -0.8518)  0.269
H (2.6472, 1.6098, 0.2290)  0.370

Forces on the atoms, in the same order (eV/Å):
O -0.03 0.47 0.09
O -0.03 0.08 0.03
N -0.14 -0.24 -0.03
C -0.01 -0.21 -0.03
C -0.30 0.30 0.09
C -0.01 -0.38 -0.09
C 0.22 0.20 -0.07
H 0.01 -0.08 -0.13
H 0.14 0.03 0.00
H 0.03 -0.13 0.07
H 0.06 0.07 0.09
H 0.06 -0.11 -0.02

Formula: C4H5NO2
Source: OMol25
Level of theory: the ωB97M-V functional and the def2-TZVPD basis

The HOMO-LUMO gap comes out at 0.4301 Eh. The value obtained for the LUMO energy is 0.14 eV. As for the calculated total energy: -360.6212 a.u. The highest occupied orbital energy comes out at -0.4248 Ha. As for the SMILES: C[C@H](C#N)C(=O)O.

Last column: Mulliken charge in e.
Cartesian coordinates (Å):
O (0.7693, -2.2605, -0.2413)  -0.461
O (-0.9958, -1.2389, -1.3977)  -0.494
N (1.1643, -0.2531, 2.7459)  -0.396
C (0.6109, -0.2293, 1.7261)  -0.070
C (-0.2231, -0.0802, 0.3773)  0.422
C (0.0758, -1.2974, -0.4152)  0.528
C (0.2198, 1.2041, -0.3119)  -1.262
H (1.1382, 1.0583, -0.8898)  0.337
H (-0.5600, 1.5428, -1.0013)  0.379
H (-1.2626, -0.0557, 0.7117)  0.313
H (0.4139, 1.9996, 0.4130)  0.377
H (-1.3506, -0.3897, -1.7168)  0.328

Forces on the atoms, in the same order (eV/Å):
O -1.15 1.99 -0.69
O 1.56 -1.72 -0.35
N -0.72 -0.03 -1.47
C -0.57 0.52 -0.32
C 3.07 0.26 4.11
C -2.83 -0.94 -1.41
C -0.01 0.46 -0.40
H -0.13 -0.06 0.16
H 0.14 0.06 0.08
H 0.15 -0.16 -0.30
H -0.19 -0.18 -0.12
H 0.70 -0.20 0.73